Computed, not measured: 2 unconnected molecules or ions with the total composition C2H7N2S, with ωB97M-V/def2-TZVPD.

Geometry as XYZ:
```
12
Properties=species:S:1:pos:R:3:forces:R:3:lowdin_charge:R:1
C -0.02629 1.06381 -2.25309 0.81 0.30 -0.83 -0.705
S 1.54635 0.68088 -1.39869 0.49 0.56 -0.88 0.105
H 0.15161 1.66681 -3.15242 0.27 -0.36 -0.30 -0.031
H -0.42085 0.07618 -2.60347 -0.67 1.17 0.61 -0.003
H -0.60277 1.82206 -1.69246 -0.60 -1.17 0.26 -0.006
N 0.42124 -0.30140 1.06514 -0.95 -0.53 0.15 -0.018
C -0.61454 -1.03599 1.57277 1.49 1.58 -0.13 -0.434
N -0.86706 -1.24683 2.80959 -0.81 -1.99 -0.47 0.001
H 0.29098 0.11699 0.09574 1.51 -0.89 1.16 -0.080
H 1.34584 -0.39360 1.47676 -0.35 0.63 -0.39 0.071
H -1.17009 -1.34411 0.68507 -1.33 -0.10 0.77 0.100
H -0.05440 -1.10480 3.39506 0.15 0.80 0.05 0.001
```
Positions in Å, forces in eV/Å.

Output
Kohn-Sham gap = 6.73 eV
Total charge = -1
E_tot = -588.090121 Eh
LUMO energy = 4.1222 eV
Energy above the lowest of the compared OMol25 structures with the same formula, charge and spin = 28.7 kcal/mol

=====

Computed, not measured: a gas-phase ion, C6H11BNO2 (charge +1), with ωB97M-V/def2-TZVPD.

Geometry as XYZ:
```
21
Properties=species:S:1:pos:R:3:forces:R:3:lowdin_charge:R:1
C 0.74328 -1.74747 1.31738 1.04 -1.66 0.94 0.011
N -0.17161 -0.78440 0.64243 -0.48 -0.39 0.73 -0.125
C -0.51626 -1.40150 -0.65724 -3.38 -1.65 1.72 -0.053
C 0.26845 -1.19544 -1.66943 -1.08 -0.06 -2.58 -0.098
C 1.15217 -0.10133 -1.78810 3.14 2.15 0.77 -0.045
C 1.33015 0.72028 -0.69849 -3.54 -3.67 -0.73 0.012
C 0.39397 0.57644 0.48408 -1.86 1.75 -1.84 -0.106
B -0.98861 1.82360 0.38568 1.56 -2.48 -0.44 -0.519
O -0.55771 2.95414 -0.12979 2.85 -1.94 0.03 0.277
O -2.21752 1.41722 0.72919 0.27 -1.22 0.50 0.226
H 1.23131 -1.24704 2.17058 -0.01 -0.09 -0.55 0.109
H 0.29798 -2.72034 1.76712 -0.01 1.86 -1.16 0.144
H 1.45182 -2.06169 0.51520 -0.21 0.34 1.03 0.119
H -0.97868 -0.58684 1.24754 -0.23 -0.70 -0.48 0.172
H -1.45109 -2.08960 -0.64511 2.02 1.25 0.10 0.179
H -0.02070 -1.65923 -2.61488 0.18 -0.27 0.38 0.138
H 1.70266 0.04984 -2.76611 -0.74 -0.06 1.46 0.144
H 1.64983 1.66838 -0.68618 2.22 3.15 -0.56 0.075
H 0.79438 0.91582 1.40535 0.81 -0.16 1.03 0.128
H -1.12907 3.64965 -0.14026 -2.54 3.27 -0.22 0.082
H -2.98474 1.81950 1.13104 0.01 0.59 -0.14 0.132
```
Positions in Å, forces in eV/Å.

Output
Kohn-Sham gap = 9.20 eV
Total charge = +1
E_tot = -465.084319 Eh
LUMO energy = -3.4389 eV
Energy above the lowest of the compared OMol25 structures with the same formula, charge and spin = 33.5 kcal/mol